1.
The following is a quantum chemistry calculation of a molecular structure, C26H20BrClN2O2PS4Sr, from the OMol25 dataset.

The value obtained for the LUMO energy (alpha / beta) is 4.10 / 4.10 eV. The calculation puts the HOMO energy (alpha / beta) at 0.099 / -1.173 eV. For the energy above the lowest of the compared OMol25 structures with the same formula, charge and spin, the calculation gives 10.20 kcal/mol. The value obtained for the HOMO-LUMO gap (alpha / beta) is 4.005 / 5.275 eV. As for the total charge: -2. As for the spin multiplicity: 2.

Atoms and positions in Å:
Sr  0.751612  -1.621401  -1.654224
S  5.520648  -2.141099  0.064061
C  3.974400  -1.995752  -0.570601
S  2.712359  -3.084330  -0.013574
S  3.590210  -0.699116  -1.650339
Br  1.996564  -2.852305  -4.988972
C  0.361952  -3.725779  -4.606477
C  -0.218857  -4.566465  -5.539130
C  -1.401965  -5.191073  -5.175978
C  -1.950070  -4.943917  -3.930136
C  -1.299276  -4.063846  -3.077372
N  -0.154695  -3.469608  -3.424720
C  -1.883950  -3.705423  -1.698297
O  -2.806983  -4.413077  -1.293310
O  -1.332002  -2.712355  -1.149816
H  0.244085  -4.718482  -6.502813
H  -1.892925  -5.859656  -5.873233
H  -2.864965  -5.401983  -3.583080
Cl  1.077155  2.495820  -1.997788
C  0.137272  3.509898  -0.966352
C  -0.093749  4.820585  -1.354072
C  -0.873584  5.647252  -0.561397
C  -1.419696  5.151937  0.612784
C  -1.174512  3.836983  0.987271
C  -0.384915  2.986632  0.209795
P  -0.042657  1.221433  0.647626
C  -1.169115  1.027085  2.081801
C  -0.776122  1.226030  3.400919
C  -1.681100  1.050419  4.439927
C  -2.990516  0.679519  4.169263
C  -3.389072  0.470895  2.854969
C  -2.480599  0.634382  1.820681
C  1.603336  1.378114  1.426095
C  2.234108  2.593554  1.697617
C  3.522177  2.609371  2.214321
C  4.188688  1.417393  2.468189
C  3.563678  0.204705  2.223114
C  2.275904  0.191005  1.704884
H  0.335905  5.171912  -2.282850
H  -1.057272  6.669951  -0.868286
H  -2.033282  5.785171  1.242079
H  -1.597452  3.462662  1.909440
H  0.247810  1.511601  3.611075
H  -1.359127  1.202135  5.463369
H  -3.694865  0.539946  4.980614
H  -4.404756  0.166017  2.634564
H  -2.785811  0.444469  0.797156
H  1.730075  3.527948  1.484494
H  4.012125  3.558658  2.395867
H  5.210107  1.427922  2.830127
H  4.087596  -0.731636  2.368578
H  1.814655  -0.771559  1.502840
N  -0.793802  -2.031755  1.817079
H  -1.268897  -2.134636  0.920843
H  -1.437170  -2.380320  2.518457
H  -0.013310  -2.683056  1.787943
S  -1.719537  -0.387333  -4.888471
C  -0.745817  -0.335442  -3.636556

Forces on atoms 1 to 3 (eV/Å):
Sr 0.067 0.526 -0.369
S 0.288 -0.110 0.010
C -0.225 0.175 0.410

---

2.
The following is a quantum chemistry calculation of a molecular structure, C6H8, from the OMol25 dataset.

The value obtained for the LUMO energy is 1.06 eV. The calculation puts the HOMO energy at -8.219 eV. For the energy above the lowest of the compared OMol25 structures with the same formula, charge and spin, the calculation gives 85.29 kcal/mol. The value obtained for the HOMO-LUMO gap is 9.281 eV. As for the total charge: 0.

Atoms and positions in Å:
C  1.429941  0.006514  -1.026083
C  0.319110  -1.025447  0.201974
C  -0.051462  -0.288258  1.441723
C  -1.350631  0.717663  0.742121
C  -1.062449  0.871789  -0.552159
C  -0.016548  -0.182416  -0.945175
H  2.026252  0.517593  -0.286661
H  1.892642  -0.009011  -2.036003
H  0.154433  -2.106989  0.191703
H  0.567354  0.571044  1.684419
H  -0.048553  -0.943801  2.357324
H  -2.099589  1.134730  1.411686
H  -1.393795  1.499869  -1.392711
H  -0.366706  -0.763280  -1.792159

Forces on atoms 1 to 3 (eV/Å):
C -0.037 -0.527 0.670
C 0.901 0.206 -0.972
C -1.111 1.166 -0.755

---

3.
The following is a quantum chemistry calculation of a single C3H6N2OS2 molecule, from the OMol25 dataset.

The value obtained for the LUMO energy is 0.38 eV. The SMILES is S=C1NOCCSN1. The calculation puts the HOMO energy at -8.577 eV. For the energy above the lowest of the compared OMol25 structures with the same formula, charge and spin, the calculation gives 64.78 kcal/mol. The value obtained for the HOMO-LUMO gap is 8.959 eV. As for the total charge: 0.

Atoms and positions in Å:
S  -0.024412  2.508511  1.172205
C  0.021151  1.017465  0.474661
N  0.224414  -0.158811  1.230966
O  -0.801833  -1.133879  1.029333
C  -0.281383  -2.237100  0.274345
C  -0.318479  -1.946832  -1.212173
S  0.700761  -0.506137  -1.598165
N  -0.141714  0.790355  -0.838292
H  0.175905  0.140298  2.209030
H  0.747495  -2.432151  0.618169
H  -0.902611  -3.091695  0.489353
H  -1.366818  -1.835838  -1.482950
H  0.057704  -2.765131  -1.807121
H  -0.225229  1.595561  -1.415499

Forces on atoms 1 to 3 (eV/Å):
S 0.124 -0.200 -0.071
C -0.204 -0.090 0.872
N -0.523 0.844 0.263